DFT (wB97M-V/def2-TZVPD) results for C14H28AlN6O6 as an isolated structure.

Summary:
HOMO-LUMO gap (alpha / beta) in eV: 5.67 / 5.15
LUMO (alpha / beta) in Eh: -0.18765 / -0.20365
Net charge: +1
HOMO level (alpha / beta) in eV: -10.780 / -10.688

The geometry in XYZ format:
```
55
Properties=species:S:1:pos:R:3:forces:R:3:mulliken_charge:R:1
O -2.321658 -1.524631 -0.745904 -0.3544 -0.3499 -1.4413 -0.925
C -0.849654 0.794935 2.156120 -1.3995 -0.1396 -1.5386 0.474
O -1.330443 1.775809 -1.608653 0.7530 0.5911 -0.6821 -0.724
N -1.173245 -1.739564 -0.232955 0.7557 -2.5098 1.0782 0.970
H 0.338962 1.479176 3.750598 0.0625 -0.2936 -0.2389 0.436
H 4.035314 2.475305 -0.552299 -0.1423 0.0746 0.1498 0.300
H -1.383376 -0.664272 -2.008603 -0.5109 -0.3611 0.2229 0.459
N -2.141492 0.639858 0.411688 -0.6482 0.6102 1.8093 0.283
O 2.936322 0.632695 0.769629 -1.1773 0.3149 -1.3068 -0.721
H 3.186370 3.226465 0.812869 0.0511 -0.1277 -0.1911 0.298
C 0.388087 0.736916 2.939051 0.6755 0.0925 0.7952 -1.050
H -4.626700 0.873362 0.090152 0.0522 0.0858 0.2577 0.299
O 2.254149 -1.651538 1.394132 0.8860 1.0254 -0.3945 -0.654
C -0.938688 -2.867801 0.447512 -1.4326 1.6907 -1.5039 0.102
H 2.949455 -1.343714 -1.407215 -0.7909 0.1179 0.3971 0.295
Al 0.414814 -0.346395 -0.545925 -1.0765 0.2516 2.9982 -0.817
H -2.650464 -3.821285 1.344171 0.0803 0.0292 -0.2569 0.291
H 0.528247 -0.252210 3.402192 -0.0031 0.2692 -0.1498 0.143
C -2.959384 1.040635 1.393791 1.3355 -0.2989 -0.2517 0.757
H 1.058343 -4.778804 1.596172 -0.0410 0.1160 -0.0115 0.373
C -1.948884 -3.947738 0.506373 -0.1332 -0.6074 0.3305 -1.755
H 3.064030 3.952616 -0.808183 0.0582 -0.2054 0.1360 0.477
C 1.944897 2.168325 -0.537554 -0.6149 -0.8320 0.0136 0.514
H -2.418012 0.473293 -0.540774 0.0927 -0.2083 0.2317 0.368
H 1.814282 -2.040090 -2.595531 -0.5371 0.2196 0.4082 0.655
N -0.176098 1.569697 -1.181779 0.3518 0.0226 -0.8215 1.016
H 2.606521 -0.659781 1.121115 -0.1173 -1.5337 0.7547 0.470
N -0.889858 0.452675 0.844348 0.9265 0.1617 0.5227 0.479
O -0.406446 -0.590034 -2.201153 0.1842 -0.8115 -2.1378 -0.629
H -4.994930 0.643784 1.817195 0.1216 0.1584 -0.2291 0.350
H 1.823858 0.595750 -4.715952 -0.0655 0.2884 0.1566 0.300
H -0.047838 -4.066973 2.775380 0.0684 0.0194 -0.1831 0.418
H -4.674293 2.272180 1.196987 -0.0049 -0.2701 -0.0542 0.314
H 1.163469 4.574983 -1.661023 -0.2364 -0.1482 -0.1631 0.460
H -2.471078 1.484488 3.492263 0.0072 0.0188 0.0762 0.532
H -0.146210 -1.461156 -2.555834 -0.3489 0.1935 0.0450 0.478
O 1.593301 0.690251 -3.778413 -1.1042 1.0509 -1.7925 -0.637
C 0.768065 -3.840117 2.080550 0.1714 -0.0576 0.3801 -1.823
H -2.527042 -3.984771 -0.425568 0.1195 0.1581 0.2747 0.398
H 1.621216 -3.461371 2.642358 -0.0679 -0.0852 -0.0883 0.420
H 0.685414 0.334091 -3.717615 0.4848 0.3824 -0.0325 0.297
H -1.456140 -4.917709 0.644958 -0.1036 0.1665 0.0059 0.454
H 1.274792 0.955718 2.332168 -0.3286 -0.0917 0.2845 0.156
H 2.458772 -0.395178 -2.844402 -0.4187 0.1217 0.6797 0.533
C 0.771808 2.525966 -1.241626 0.0251 0.2714 -0.1662 -0.064
C 2.126276 -1.105231 -2.104255 2.9271 -2.1953 0.3077 -1.344
C 0.331104 -2.843586 1.081107 1.9416 2.4696 -0.8652 0.690
C -4.386262 1.216089 1.103839 -0.9408 0.3441 0.2503 -1.375
H -0.522622 4.053914 -1.971337 0.3560 -0.1354 -0.0444 0.365
C -2.146769 1.165731 2.517447 -0.3343 0.1409 0.5803 -1.345
N 1.077729 -1.771549 0.731548 -1.0101 -1.7175 0.6008 0.850
H 0.791187 3.595773 -3.094833 -0.1296 -0.0858 0.3915 0.265
C 3.123227 3.007412 -0.260557 0.1272 0.6742 -0.2591 -1.422
C 0.533768 3.757515 -2.033098 0.1602 0.6299 0.1536 -1.695
N 1.923805 0.910092 -0.024673 1.2971 0.3045 0.5115 1.239
```
Forces are in eV/Å.

=====

DFT (wB97M-V/def2-TZVPD) results for C14H28AsFeN4SSe4Si2 as an isolated structure.

Summary:
HOMO-LUMO gap (alpha / beta) in eV: 4.68 / 4.45
Spin multiplicity: 2
LUMO (alpha / beta) in Eh: -0.03790 / -0.04278
Expectation value of S²: 0.758
Energy relative to the best compared isomer or geometry (same formula, charge and spin) in kcal/mol: 42.7
HOMO level (alpha / beta) in eV: -5.714 / -5.617

The geometry in XYZ format:
```
55
Properties=species:S:1:pos:R:3:forces:R:3:mulliken_spin:R:1
N -0.029703 0.640492 1.754640 -0.1417 -0.0046 0.4101 -0.011
C 1.254405 -3.692868 -0.173379 -0.0346 -0.0907 -0.0328 0.005
H -1.543675 -2.830988 -2.959497 0.0243 0.0057 0.0183 0.002
H 3.580551 -1.263955 -0.843146 0.0287 0.0415 -0.0219 0.000
H 1.284022 2.914646 -1.741359 0.0232 0.0275 0.0002 0.000
H 2.848163 -0.343324 3.175261 -0.0103 0.0116 -0.0326 0.000
H 1.444871 -2.553210 -3.996996 0.0234 -0.0152 0.0357 0.000
H -4.818460 3.453926 -0.764344 0.0020 0.0386 -0.0043 0.001
H 1.629603 0.969200 -4.127508 0.0232 -0.0286 0.0171 -0.001
C 1.217757 0.575910 4.248208 0.2504 -0.1143 -0.0047 -0.003
Si 2.236218 0.629845 -1.753515 -0.4222 -0.5087 0.0946 0.006
H 2.313985 -3.455199 -0.036883 -0.0320 -0.0034 -0.0403 0.000
H -3.552076 3.726251 -1.887144 0.0181 -0.0015 -0.0192 -0.001
H 1.962065 -4.089438 -3.285080 -0.0064 -0.0025 0.0263 0.000
C -2.001940 1.614216 2.616150 -0.8385 0.1910 0.1894 -0.007
Si 0.562225 -2.789617 -1.677201 0.1277 0.6218 0.1623 0.001
C 1.801560 -3.027336 -3.079170 -0.0978 0.0435 -0.0088 0.001
H 2.717817 -0.412062 -3.957305 -0.0270 0.0342 -0.0014 0.000
H 1.664666 -0.228557 1.007849 -0.0912 -0.0551 -0.1249 -0.008
C 3.729221 -0.183335 -0.912310 0.0032 0.0779 -0.0527 0.004
C 2.063590 2.410018 -1.166779 -0.0106 -0.0484 0.0255 0.001
H 1.769198 2.442510 -0.113933 0.0189 0.0254 -0.0120 0.000
H 1.691587 0.517235 5.218939 -0.0330 0.0804 0.0133 0.000
H -2.335001 2.511402 4.539036 -0.0314 0.0391 0.0085 0.000
H -0.586265 1.486624 4.960906 0.0512 -0.0664 0.0419 0.000
Se -3.013188 -0.282501 -1.255924 0.0767 0.5295 -1.3348 0.221
C -2.985443 2.707540 -0.267426 0.7427 -0.1975 -0.2583 -0.001
C -0.047813 1.102063 4.106139 -0.4951 0.2405 0.0277 0.010
H 3.369579 1.232619 -3.906865 0.0186 -0.0114 0.0297 0.000
Fe -1.314949 0.257618 0.266461 -0.4614 1.2535 0.7131 0.018
C -1.111234 -3.467598 -2.185176 -0.0229 -0.1635 0.0101 0.001
Se -3.501130 -2.796168 1.066991 1.4879 -3.0371 3.7316 0.245
H -1.806017 -3.481308 -1.340582 0.0405 0.0027 -0.0155 0.002
N -3.387352 2.168536 0.891708 -0.7476 0.0643 0.1525 -0.001
C 1.201585 0.151091 1.907729 0.1572 0.0295 -0.2802 0.014
H 4.647791 -0.003530 -1.477071 0.0353 0.0221 0.0300 0.000
H 0.724156 -3.402868 0.733832 -0.0250 -0.0087 -0.0243 -0.003
H -3.799238 2.192934 3.610109 -0.0130 -0.0108 0.0261 0.000
H 1.160447 -4.777264 -0.284223 0.0595 -0.0284 -0.0145 0.001
C 1.859712 0.091127 3.122041 -0.1393 0.1063 0.1616 0.003
Se -4.463826 -1.809933 -0.488901 -2.9902 1.9550 -3.4799 0.275
H 2.768311 -2.584902 -2.821751 -0.0379 -0.0373 -0.0217 0.000
H -1.039030 -4.486062 -2.579293 0.0266 -0.0080 0.0507 -0.001
C -2.760685 2.511817 3.540056 0.3431 0.1733 0.0819 0.000
N -3.829299 3.491786 -0.949595 -0.2539 0.0849 0.1116 0.002
N -2.471469 1.297795 1.462355 0.8765 0.2388 -0.2544 0.001
C -0.664365 1.107981 2.858431 0.7165 -0.5275 0.3884 -0.005
C 2.521979 0.605795 -3.613498 0.0582 0.0783 0.0583 0.003
H 2.990699 2.977647 -1.280758 0.0171 -0.0354 -0.0178 0.000
H -2.739973 3.536389 3.159769 -0.0026 0.0001 0.0144 0.000
H 3.882182 0.199244 0.100808 -0.0124 -0.0071 -0.0020 -0.001
H -4.330027 2.230837 1.242590 -0.0572 -0.1105 -0.0356 -0.001
S -1.397684 2.410100 -0.793706 -0.2362 0.1465 -0.0943 0.002
Se -1.579979 -1.710522 1.447094 1.0743 -0.5210 0.8279 0.150
As 0.211851 -0.492627 -1.316805 0.9464 -0.5199 -1.2701 0.074
```
Forces are in eV/Å.

=====

DFT (wB97M-V/def2-TZVPD) results for C14H28AuCl2NOP2 as an isolated structure.

Summary:
HOMO-LUMO gap (alpha / beta) in eV: 3.13 / 1.54
Spin multiplicity: 3
LUMO (alpha / beta) in Eh: -0.32855 / -0.38668
Expectation value of S²: 2.010
Net charge: +2
HOMO level (alpha / beta) in eV: -12.066 / -12.061

The geometry in XYZ format:
```
49
Properties=species:S:1:pos:R:3:forces:R:3:mulliken_spin:R:1
H -2.364495 -2.937931 -0.380382 0.1713 -0.2108 0.1507 0.000
C -1.283756 0.206352 5.494294 0.5277 -0.0647 -0.1098 0.000
H -1.093407 0.086656 1.462121 0.5481 -0.0227 0.6576 0.006
P -0.139659 -2.262649 -1.003401 0.9061 -2.2494 1.2955 0.450
C -0.056394 3.203543 -2.697783 -0.0816 -0.5081 -0.6099 0.031
C -0.157809 0.092517 3.328669 -0.1255 -0.0191 2.9177 -0.001
P -0.375186 2.210379 -1.210552 0.6319 2.2089 1.3441 0.382
H 1.266983 3.657437 -0.148856 -0.2549 -0.4589 -0.1386 0.014
C 1.348223 0.028916 -5.362374 -0.6959 0.6085 -0.2549 -0.006
C -1.360964 -3.146062 0.010496 -0.7786 0.4872 0.1008 0.037
H 0.101776 4.259268 -2.425478 -0.0601 -0.4064 0.0548 0.015
C 1.132105 -0.027282 5.388988 -0.1927 0.0334 0.4958 0.000
H 2.102661 -0.119555 5.894819 -0.5114 0.0490 -0.2398 0.000
H 1.727249 -3.487757 -0.008742 -0.3747 0.4118 -0.1911 0.020
H -1.322706 -2.793098 1.049040 0.0261 0.0564 -0.2890 0.000
H -0.590864 -3.201576 -3.173871 0.0322 -0.2193 -0.0669 0.002
H -2.699166 2.664082 -0.728697 0.1356 0.2569 0.1081 0.000
H 0.752929 0.826045 -5.825924 0.1182 -0.2049 0.1077 0.001
C 0.149191 -3.402737 -2.397914 -0.1196 0.6206 -0.5543 0.037
Au -0.779225 -0.028766 -1.917357 -0.2485 0.6179 3.9438 0.331
Cl -1.318210 -0.357701 -3.970916 0.1406 -0.6579 -4.1589 0.117
H 0.822805 2.271009 0.906688 0.0198 0.0621 -0.4882 -0.001
H 1.224482 -2.113040 1.024390 -0.0140 -0.1171 -0.5318 -0.001
N -0.217665 0.106111 1.976967 0.2503 0.0818 -2.4970 -0.006
H -1.675683 2.972256 0.693282 0.0281 -0.1021 -0.2853 0.002
H 1.077794 -0.920256 -5.850093 -0.0199 0.1528 0.3216 0.000
H -0.921819 3.121216 -3.368970 0.2191 0.1367 0.0782 0.001
H 0.835100 2.823658 -3.215491 -0.1611 0.2144 0.0795 -0.001
Cl -2.392027 -0.132198 -0.186398 -0.9901 0.0332 0.2408 0.444
H -1.711137 4.158573 -0.647380 0.1758 -0.3059 -0.0515 0.006
C -0.044617 0.087198 6.142012 -0.0523 0.0211 -0.0268 0.000
O 1.779699 -0.269326 -2.947681 -4.1062 1.2179 -4.5881 -0.001
C 1.074266 -0.065148 -3.909423 4.8735 -1.9941 3.2295 0.029
C 1.391039 -2.432243 -0.021537 0.3870 0.7010 0.2436 0.023
H 0.002565 0.086878 7.234870 -0.0138 -0.0022 -0.4556 0.000
C -1.348045 0.205758 4.101968 0.6439 -0.0648 -0.4806 -0.002
H 2.419955 0.227664 -5.447708 -0.0625 -0.0304 0.0389 0.000
H -2.201448 0.301155 6.075787 0.2754 -0.0416 -0.1566 0.000
H -2.310020 0.292526 3.582269 0.3288 -0.0158 0.2412 0.001
H 1.933610 2.024604 -0.482918 -0.1977 0.2423 0.1544 0.002
C -1.744982 3.089535 -0.395709 -0.5360 -0.5060 0.0001 0.027
H 2.003902 -0.110170 3.398931 -0.5242 0.0635 0.4627 0.000
C 1.080934 -0.021440 4.005620 -0.2689 -0.0119 -0.9669 0.000
H -1.183292 -4.231241 -0.003817 0.2325 0.3515 -0.1965 0.011
H 0.051767 -4.442360 -2.063325 0.0136 0.2912 0.1184 0.015
H 2.191706 -1.815760 -0.460317 -0.1699 -0.2692 0.1845 0.002
H 1.150411 -3.243252 -2.806217 -0.0894 -0.0276 0.0168 -0.002
C 1.044821 2.572899 -0.132945 0.4123 -0.4599 0.2176 0.015
H 0.626614 -0.014691 1.420977 -0.4483 0.0504 0.5336 0.001
```
Forces are in eV/Å.